Below is a gas-phase ion, C9H17N2O2 (charge +1) in a non-equilibrium geometry, with properties calculated with ωB97M-V/def2-TZVPD.

Structure (XYZ):
```
30
Properties=species:S:1:pos:R:3:forces:R:3:nbo_charge:R:1
C -2.896647 -1.729391 -2.506148 -2.8 -0.4 2.2 -0.27
O -1.859618 -1.153789 -1.669194 0.5 0.0 -2.2 -0.52
C -1.539957 -1.549774 -0.443689 0.3 0.0 -0.5 0.42
C -2.456293 -2.490916 0.247642 -3.0 0.7 0.0 -0.71
C -0.356745 -1.072400 0.045230 -1.9 -0.8 0.4 -0.24
N 0.607322 -0.381976 -0.770484 0.8 -0.9 -0.5 -0.53
C 0.727572 1.122681 -0.611998 -1.7 0.6 2.5 -0.22
C 1.473444 1.519500 0.725950 -0.3 -1.9 -0.2 0.14
C 2.768429 0.675464 0.758027 3.0 -0.8 -0.9 -0.68
C 1.623438 3.032083 0.676424 2.8 -3.0 1.4 -0.61
N 0.830398 1.059375 1.949423 -1.2 0.4 -1.0 -0.61
C 0.678553 1.407172 3.090545 1.2 -0.6 0.0 0.88
O 0.659302 1.508688 4.243765 -0.6 0.5 0.4 -0.47
H -2.691179 -1.811022 -3.540089 1.3 0.6 -0.9 0.22
H -3.787898 -0.958917 -2.417020 1.4 -2.1 0.0 0.22
H -3.143050 -2.846957 -2.247628 0.2 2.4 0.1 0.20
H -2.754284 -3.407889 -0.302298 1.3 0.2 0.3 0.26
H -3.577977 -2.132603 0.370876 2.3 0.2 -0.1 0.26
H -2.050745 -2.640804 1.216711 0.1 -0.7 0.9 0.25
H -0.155087 -1.036612 1.061504 0.4 -0.4 1.6 0.24
H 0.374940 -0.861030 -1.635523 -0.4 1.5 -1.5 0.46
H 1.550020 -0.842404 -0.665272 -0.8 1.0 0.7 0.45
H -0.239631 1.719874 -0.643939 0.8 -1.6 -0.2 0.25
H 1.384755 1.562610 -1.282844 1.0 0.1 -2.0 0.23
H 3.656809 1.167705 1.240497 -1.2 -0.3 0.3 0.26
H 3.308088 0.428610 -0.212211 -1.1 0.7 0.3 0.21
H 2.680445 -0.365793 1.186531 -0.4 1.4 0.1 0.24
H 1.852463 3.353987 -0.265913 0.6 1.0 -2.5 0.22
H 2.475219 3.191321 1.311328 0.5 0.6 0.3 0.23
H 0.857912 3.533207 1.089795 -3.0 1.6 1.2 0.23
```
Forces are in eV/Å.

As for the SMILES: CO/C(C)=C\[NH2+]CC(C)(C)N=C=O. As for the HOMO energy: -12.8794 eV. For the energy above the lowest of the compared OMol25 structures with the same formula, charge and spin, the calculation gives 74.62 kcal per mole. Its lowest unoccupied orbital energy is -2.83 eV. As for the orbital gap: 10.050 eV. Its total charge is +1. Its total energy is -16674.435 eV. The calculation puts the largest force on an atom at 0.0842 hartree/bohr.



Below is a molecular structure, C4H10O2, with properties calculated with ωB97M-V/def2-TZVPD.

Structure (XYZ):
```
16
Properties=species:S:1:pos:R:3:forces:R:3:nbo_charge:R:1
C 0.236992 0.897019 -1.726895 0.0 0.0 -0.1 -0.72
C 0.026092 -0.260150 -0.807149 0.3 0.0 -0.3 0.01
C 1.278367 -1.029346 -0.496919 0.0 -0.1 0.0 -0.74
O -0.133916 0.610106 0.797273 0.0 -0.1 0.1 -0.62
C -1.273532 -0.161659 1.241010 -0.2 -0.1 -0.1 0.23
O -1.433699 -0.024540 2.605836 -0.1 0.3 0.2 -0.71
H -0.583114 1.621620 -1.657716 0.1 -0.1 0.0 0.22
H 1.200537 1.436893 -1.668849 -0.1 -0.1 0.1 0.16
H 0.158405 0.441160 -2.723143 0.1 0.1 0.0 0.24
H 1.396075 -1.722468 -1.338081 0.1 0.0 0.0 0.25
H 2.221509 -0.454030 -0.400764 -0.2 0.0 0.0 0.16
H 1.164989 -1.667076 0.394068 0.0 0.1 -0.2 0.20
H 0.632049 0.401600 1.361587 -0.2 -0.1 -0.1 0.50
H -2.089734 0.233765 0.630830 0.0 -0.1 0.2 0.17
H -1.129041 -1.216733 1.008664 0.1 0.2 0.1 0.19
H -1.671981 0.893839 2.780247 -0.1 -0.1 0.2 0.47
```
Forces are in eV/Å.

As for the HOMO energy: -7.1497 eV. For the energy above the lowest of the compared OMol25 structures with the same formula, charge and spin, the calculation gives 102.78 kcal per mole. Its lowest unoccupied orbital energy is 0.62 eV. As for the orbital gap: 7.768 eV. Its total charge is 0. Its total energy is -8401.090 eV. The calculation puts the largest force on an atom at 0.0079 hartree/bohr.



Below is a molecular structure, C2H2Cl6Si in a non-equilibrium geometry, with properties calculated with ωB97M-V/def2-TZVPD.

Structure (XYZ):
```
11
Properties=species:S:1:pos:R:3:forces:R:3:nbo_charge:R:1
C -1.472492 1.139424 0.780479 -2.2 0.3 0.0 -0.53
C -3.457578 -0.461105 -0.457354 -0.8 0.8 0.2 -0.29
Si -0.607066 -0.349785 0.118542 -0.2 1.5 -2.9 1.07
Cl -1.985264 2.496422 -0.115462 1.0 0.2 -0.1 0.10
Cl -2.313149 1.079549 2.271328 0.7 0.2 0.3 0.09
Cl -4.331201 -0.763876 0.989850 0.0 -1.2 0.3 0.07
Cl -4.264665 0.880846 -1.180630 0.1 0.1 -0.9 0.06
Cl -3.141205 -1.755742 -1.552051 0.0 -0.1 0.3 0.08
Cl -0.927277 -1.758124 1.462362 -0.2 -1.5 0.5 -0.31
H 0.705640 0.058180 0.178191 2.5 0.3 0.7 -0.22
H -0.534513 -0.354672 -1.485023 -1.0 -0.6 1.6 -0.12
```
Forces are in eV/Å.

As for the HOMO energy (spin up / spin down): -8.5011 / -9.1029 eV. For the energy above the lowest of the compared OMol25 structures with the same formula, charge and spin, the calculation gives 102.79 kcal per mole. Its lowest unoccupied orbital energy (spin up / spin down) is -1.65 / -1.06 eV. As for the orbital gap (spin up / spin down): 6.850 / 8.044 eV. Its total charge is 0. Its total energy is -85115.725 eV. The calculation puts the largest force on an atom at 0.0638 hartree/bohr.



Below is 7 unconnected molecules or ions with the total composition C41H51NO22Si in a non-equilibrium geometry, with properties calculated with ωB97M-V/def2-TZVPD.

Structure (XYZ):
```
116
Properties=species:S:1:pos:R:3:forces:R:3:lowdin_charge:R:1
C -0.391153 4.407137 -2.431097 0.1 -0.5 -0.3 -0.05
C -0.633833 4.915050 -3.862038 0.1 0.2 0.0 -0.38
C 0.337494 4.242540 -4.859491 -0.4 0.2 0.2 -0.07
C -2.109629 4.866763 -4.326870 0.2 -0.5 0.0 -0.16
C -2.962321 3.694786 -3.788016 0.6 0.3 -0.4 -0.12
C -2.320739 2.355801 -4.087622 -0.3 0.0 0.3 -0.14
C -2.100349 2.035978 -5.422736 0.2 -0.2 0.5 -0.01
C -1.484471 0.847585 -5.760478 -0.1 0.1 -0.2 -0.01
C -1.058300 -0.074464 -4.809670 -0.4 -0.3 0.3 -0.11
C -0.366014 -1.306530 -5.339112 0.1 0.3 -0.4 -0.16
O -1.060358 -2.515957 -5.030741 -0.1 0.2 0.1 -0.13
N -0.296420 -3.640052 -5.489949 0.0 -0.3 0.0 0.00
O 0.518463 -3.952401 -4.720786 0.0 0.1 -0.1 0.08
C -1.292486 0.214257 -3.455515 0.0 0.3 -0.4 0.01
C -1.930429 1.429200 -3.112749 0.1 -0.2 -0.2 -0.02
C -2.154234 1.681140 -1.660849 0.1 -0.2 0.7 -0.29
O -3.105294 2.260168 -1.188437 -0.6 0.5 -0.4 0.11
C -1.153315 1.133543 -0.712575 -0.1 0.2 -0.5 -0.10
C -0.934475 1.766046 0.496835 0.4 -0.5 0.4 0.01
C -0.037475 1.163695 1.377674 -0.4 0.4 -0.4 -0.06
C 0.639876 -0.011367 1.042877 0.1 0.1 0.9 -0.22
Si 1.792252 -0.718779 2.359716 0.4 -0.3 0.4 0.58
C 2.046178 -2.576753 2.077584 0.1 0.7 0.3 -0.13
C 3.435930 0.207350 2.330794 -1.0 -0.3 0.2 -0.15
C 1.105795 -0.504425 4.102598 0.2 0.2 -0.3 -0.18
C 0.407508 -0.606502 -0.184885 -0.2 -0.2 0.3 -0.02
C -0.507705 -0.043304 -1.053502 0.2 0.5 -0.1 -0.08
C -0.849253 -0.687632 -2.338108 0.0 0.3 0.4 -0.25
O -0.777869 -1.887831 -2.403735 0.1 -0.7 -0.6 0.11
H 0.364369 4.978305 -1.899202 0.0 0.2 0.0 0.08
H -0.006660 3.386771 -2.485474 0.0 -0.1 0.1 0.07
H -1.294951 4.345190 -1.830115 0.0 0.3 0.1 0.07
H -0.348546 5.967195 -3.866174 -0.2 0.2 0.0 0.12
H -0.111810 4.181488 -5.848898 0.1 0.0 -0.1 0.07
H 0.598558 3.238993 -4.529667 0.1 -0.1 -0.1 0.07
H 1.239141 4.842712 -4.948218 0.2 -0.1 0.0 0.07
H -2.101698 4.789729 -5.413811 0.0 0.3 -0.1 0.09
H -2.603310 5.803918 -4.075372 -0.1 0.0 0.1 0.11
H -3.913096 3.709317 -4.319943 -0.2 0.1 0.2 0.13
H -3.137457 3.855480 -2.736404 -0.2 -0.2 0.1 0.09
H -2.401390 2.743453 -6.179846 0.0 0.0 -0.2 0.12
H -1.333280 0.633507 -6.809968 0.1 -0.1 0.0 0.12
H 0.682674 -1.327030 -5.031961 0.0 -0.3 0.4 0.13
H -0.352481 -1.217453 -6.428401 0.1 0.1 -0.1 0.11
H -1.446607 2.680602 0.755450 -0.1 0.1 0.0 0.11
H 0.107234 1.638233 2.341393 0.2 -0.1 0.1 0.10
H 3.120871 -2.751952 2.009810 0.0 -0.2 -0.3 0.02
H 1.522752 -2.927095 1.192316 0.1 -0.2 -0.1 0.02
H 1.692504 -3.112794 2.953192 -0.1 -0.1 0.0 0.01
H 4.022213 -0.208751 1.521935 0.4 0.2 0.1 0.00
H 3.917341 0.104707 3.301553 0.3 -0.1 0.0 0.04
H 3.218465 1.264707 2.186787 0.2 0.1 -0.2 0.04
H 0.194099 -1.056688 4.285299 -0.3 0.1 0.0 0.00
H 1.014863 0.542170 4.396104 -0.1 0.1 0.0 0.03
H 1.842083 -0.946334 4.776307 0.1 -0.1 0.0 0.04
H 0.930627 -1.515282 -0.440500 0.0 -0.1 -0.2 0.11
O -2.035043 6.985464 2.839871 0.0 0.0 0.0 0.16
C -2.853776 6.288823 2.333699 0.0 0.0 0.1 -0.57
O -4.182954 6.553535 2.309546 0.1 -0.1 -0.1 0.06
C -4.809040 5.619811 1.421286 -0.2 0.0 0.0 -0.11
C -3.834378 4.468512 1.428096 -0.1 -0.3 -0.3 -0.11
O -2.584609 5.119893 1.700635 -0.1 0.1 0.0 0.05
H -5.795859 5.341665 1.781973 0.1 0.1 0.2 0.13
H -4.905876 6.081807 0.436249 0.1 0.0 0.0 0.13
H -4.042112 3.754508 2.219792 0.0 0.2 0.0 0.10
H -3.798808 3.939189 0.479808 0.2 0.0 -0.1 0.11
O 3.113110 0.331970 -0.764703 0.0 0.1 -0.2 0.16
C 4.225724 0.718523 -0.936278 0.0 -0.1 0.1 -0.56
O 4.563375 1.822590 -1.643738 0.0 -0.1 0.1 0.07
C 5.953699 2.083276 -1.412735 0.2 0.1 0.0 -0.11
C 6.477748 0.718600 -1.017140 0.3 0.0 0.0 -0.11
O 5.323109 0.110033 -0.438598 0.0 0.0 -0.1 0.05
H 6.423523 2.479688 -2.309123 -0.2 0.0 -0.1 0.13
H 6.043841 2.814681 -0.608175 0.0 0.0 0.0 0.13
H 6.793729 0.126447 -1.878332 0.0 0.0 0.0 0.13
H 7.289643 0.760332 -0.295912 -0.1 -0.1 0.2 0.13
O 6.883898 -0.666239 2.558944 0.1 0.0 -0.1 0.16
C 6.645768 -1.798270 2.826464 0.0 0.2 0.0 -0.57
O 6.879593 -2.366709 4.033630 -0.1 -0.1 -0.1 0.06
C 6.256402 -3.655326 4.044219 -0.1 -0.2 0.1 -0.11
C 6.179727 -3.989745 2.569193 0.0 -0.2 0.0 -0.12
O 6.102765 -2.694946 1.966637 0.0 0.0 0.1 0.05
H 6.851647 -4.363951 4.614108 0.1 0.1 0.0 0.13
H 5.270370 -3.565619 4.503680 0.0 0.0 0.0 0.13
H 7.077785 -4.493859 2.207090 0.0 0.0 0.0 0.13
H 5.307864 -4.585437 2.310367 -0.1 0.2 -0.1 0.13
O -2.320640 -6.885566 1.066221 -0.8 -0.7 -1.3 0.13
C -2.026596 -6.338849 0.047839 0.0 0.0 -0.7 -0.54
O -2.163824 -5.013999 -0.170578 0.0 -0.3 0.1 0.06
C -1.490784 -4.691142 -1.399577 0.1 0.2 -0.3 -0.10
C -1.494144 -6.020514 -2.120235 0.0 0.1 -0.2 -0.10
O -1.505647 -6.957699 -1.032784 -0.1 0.1 0.2 0.08
H -2.017686 -3.909683 -1.936253 -0.1 0.0 0.2 0.12
H -0.485469 -4.340546 -1.167082 0.0 0.0 0.0 0.13
H -2.392365 -6.169915 -2.721919 0.0 0.0 0.1 0.14
H -0.618735 -6.168578 -2.746854 0.1 -0.1 0.1 0.13
O 0.157709 -3.242948 4.780175 -0.2 -0.2 0.1 0.12
C -0.618806 -3.934597 4.195994 0.1 -0.2 0.0 -0.57
O -1.928419 -3.640075 4.015383 0.1 0.0 0.0 0.05
C -2.468618 -4.582253 3.070700 -0.1 -0.1 -0.2 -0.10
C -1.523933 -5.754186 3.210020 0.4 -0.1 0.2 -0.11
O -0.305269 -5.111801 3.616611 0.0 0.4 0.3 0.07
H -3.496473 -4.829020 3.321435 0.0 0.1 0.2 0.14
H -2.439868 -4.139905 2.073559 0.0 0.0 0.1 0.12
H -1.830968 -6.450558 3.992091 0.0 0.0 0.1 0.14
H -1.385033 -6.300260 2.282424 0.5 0.5 1.0 0.08
O -5.444165 2.799059 3.652564 0.0 -0.1 0.0 0.15
C -4.654140 1.918399 3.795098 -0.2 0.0 0.1 -0.58
O -4.627093 0.787224 3.055913 0.1 0.1 0.1 0.07
C -3.410641 0.087533 3.358632 0.2 -0.2 -0.1 -0.10
C -3.072104 0.615016 4.736320 0.2 -0.2 0.1 -0.10
O -3.664659 1.920969 4.714614 0.0 -0.1 -0.1 0.07
H -3.570233 -0.987188 3.339209 -0.2 0.0 0.0 0.13
H -2.658407 0.350773 2.611881 0.0 0.0 0.0 0.12
H -3.535304 0.032836 5.534466 0.0 0.0 0.0 0.14
H -2.002433 0.680087 4.918270 0.0 0.2 0.0 0.13
```
Forces are in eV/Å.

As for the SMILES: CC(C)CCc1ccc(CON=O)c2c1C(=O)c1ccc([Si](C)(C)C)cc1C2=O.O=C1OCCO1.O=C1OCCO1.O=C1OCCO1.O=C1OCCO1.O=C1OCCO1.O=C1OCCO1. As for the HOMO energy: -9.2828 eV. Its lowest unoccupied orbital energy is -0.80 eV. As for the orbital gap: 8.481 eV. Its total charge is 0. Its total energy is -97755.467 eV. The calculation puts the largest force on an atom at 0.0323 hartree/bohr.